Record 1
Formula: C5H7NO
Source: the Open Molecules 2025 dataset
Level of theory: ωB97M-V/def2-TZVPD

Last column: natural (NBO) charge in e.
Element x y z (Å)
O1 0.9422 -1.6273 -0.1590  -0.825
C1 1.9594 -0.1315 -0.1215  -0.109
C2 1.1843 0.9870 0.1890  -0.224
C3 -0.0883 1.0100 0.3205  0.000
C4 -1.4512 1.2392 0.5397  -0.112
C5 -1.3041 -0.2946 0.3382  -0.337
N1 -1.9796 0.2944 1.4905  -0.554
H1 1.1996 -2.1662 0.6033  0.484
H2 2.6558 -0.4786 0.6422  0.201
H3 2.3669 -0.2048 -1.1279  0.218
H4 -2.1222 1.8192 -0.0806  0.228
H5 -0.0137 -1.1318 0.1454  0.466
H6 -1.9695 -0.6052 -0.4684  0.211
H7 -1.3777 0.2410 2.3099  0.352

Cartesian forces (eV/Å) of the 2 atoms listed first:
O -0.05 -0.11 0.26
C 0.20 0.20 -0.02

Values from the calculation:
DFT total energy: -8828.92655 eV
Orbital gap: 8.73 eV
Charge: 0
ΔE to the lowest compared entry with this formula, charge and spin: 702.05 kJ/mol
HOMO level: -0.301 Eh
Largest force on an atom: 0.42 eV/A

***

Record 2
Formula: C5H7NO
Source: the Open Molecules 2025 dataset
Level of theory: ωB97M-V/def2-TZVPD

Last column: natural (NBO) charge in e.
Element x y z (Å)
C1 0.0152 -1.3181 1.0243  -0.415
C2 1.1956 -0.9301 0.1906  -0.419
C3 -1.1017 0.5181 -2.4300  0.161
O1 -0.9549 0.3270 -1.1470  -0.522
C4 -0.7552 1.3991 -0.2309  0.357
N1 -0.0720 1.2701 0.7997  -0.380
C5 0.6050 0.0638 1.1677  -0.105
H1 -0.9359 -1.4074 0.5105  0.232
H2 0.1550 -2.0014 1.8556  0.220
H3 2.1760 -1.3192 0.4449  0.219
H4 1.0259 -0.8009 -0.8718  0.232
H5 -1.1305 1.6364 -2.5698  0.037
H6 -1.2455 2.3237 -0.5466  0.173
H7 1.1949 0.2191 2.0646  0.211

Cartesian forces (eV/Å) of the 2 atoms listed first:
C -0.13 -0.14 0.09
C 0.18 -0.04 -0.11

Values from the calculation:
DFT total energy: -8831.21568 eV
Orbital gap: 9.18 eV
Charge: 0
ΔE to the lowest compared entry with this formula, charge and spin: 481.19 kJ/mol
HOMO level: -0.333 Eh
Largest force on an atom: 0.49 eV/A

***

Record 3
Formula: C5H7NO
Source: the Open Molecules 2025 dataset
Level of theory: ωB97M-V/def2-TZVPD

Last column: natural (NBO) charge in e.
Element x y z (Å)
O1 1.4864 2.2168 -0.1869  -0.621
C1 0.8120 1.2138 -0.0247  0.684
C2 1.4411 -0.1512 0.1949  -0.548
C3 0.5372 -1.3013 -0.1482  -0.174
C4 -0.7837 -1.1691 -0.1913  -0.203
C5 -1.4689 0.1388 0.0808  -0.249
N1 -0.5501 1.2588 -0.0026  -0.614
H1 1.7338 -0.2060 1.2534  0.242
H2 2.3731 -0.1711 -0.3768  0.245
H3 0.9978 -2.2662 -0.3465  0.213
H4 -1.4256 -2.0169 -0.4169  0.215
H5 -1.9482 0.1021 1.0722  0.198
H6 -2.2727 0.2917 -0.6503  0.206
H7 -0.9311 2.1838 -0.1405  0.406

Cartesian forces (eV/Å) of the 2 atoms listed first:
O -0.16 -0.23 0.06
C -0.03 0.03 0.06

Values from the calculation:
DFT total energy: -8836.08705 eV
SMILES: O=C1CC=CCN1
Orbital gap: 10.29 eV
Charge: 0
ΔE to the lowest compared entry with this formula, charge and spin: 11.17 kJ/mol
HOMO level: -0.347 Eh
Largest force on an atom: 0.29 eV/A

***

Record 4
Formula: C5H7NO
Source: the Open Molecules 2025 dataset
Level of theory: ωB97M-V/def2-TZVPD

Last column: natural (NBO) charge in e.
Element x y z (Å)
C1 0.9267 -1.5843 -0.3509  -0.650
C2 0.0820 -0.4617 0.1295  -0.040
C3 -1.0783 -0.4076 0.7843  -0.274
C4 -1.2712 1.0233 1.1716  0.146
N1 -0.3523 1.8260 0.7794  -0.478
C5 0.6144 0.9626 0.1388  0.640
O1 1.6918 1.3116 -0.2570  -0.476
H1 0.3960 -2.5392 -0.3423  0.224
H2 1.7810 -1.6504 0.3319  0.241
H3 1.3357 -1.4000 -1.3494  0.239
H4 -0.1337 1.0300 -2.3510  -0.007
H5 -1.7463 -1.2194 1.0484  0.226
H6 -2.1024 1.3751 1.7804  0.198
H7 -0.2750 1.6816 -2.0232  0.011

Cartesian forces (eV/Å) of the 2 atoms listed first:
C 0.00 -0.08 0.01
C -0.03 -0.06 0.27

Values from the calculation:
DFT total energy: -8834.08165 eV
SMILES: CC1=CC=NC1=O.[H][H]
Orbital gap: 9.11 eV
Charge: 0
ΔE to the lowest compared entry with this formula, charge and spin: 204.66 kJ/mol
HOMO level: -0.369 Eh
Largest force on an atom: 0.57 eV/A

***

Record 5
Formula: C5H7NO
Source: the Open Molecules 2025 dataset
Level of theory: ωB97M-V/def2-TZVPD

Last column: natural (NBO) charge in e.
Element x y z (Å)
C1 -0.7775 -0.3600 0.1203  0.290
C2 0.3674 0.2626 -0.5627  0.064
C3 2.0046 -0.3307 1.0879  -0.030
C4 -2.0200 0.1484 0.0730  -0.510
C5 0.3905 1.1113 -1.5798  -0.362
O1 -0.5005 -1.5759 0.6821  -0.685
N1 1.2049 0.5292 0.6494  -0.410
H1 -1.2966 -1.9052 1.1186  0.484
H2 2.0798 -1.3580 0.7244  0.155
H3 2.7558 -0.0092 1.8003  0.170
H4 -2.8783 -0.4549 0.3247  0.193
H5 -2.2114 1.1134 -0.3547  0.216
H6 -0.3289 1.0290 -2.3761  0.211
H7 1.2102 1.8000 -1.7075  0.214

Cartesian forces (eV/Å) of the 2 atoms listed first:
C -2.26 -1.00 -1.99
C 0.22 1.53 4.54

Values from the calculation:
DFT total energy: -8833.08173 eV
SMILES: C=NC(=C)C(=C)O
Orbital gap: 9.36 eV
Charge: 0
ΔE to the lowest compared entry with this formula, charge and spin: 301.14 kJ/mol
HOMO level: -0.321 Eh
Largest force on an atom: 4.80 eV/A

***

Record 6
Formula: C5H7NO
Source: the Open Molecules 2025 dataset
Level of theory: ωB97M-V/def2-TZVPD

Last column: natural (NBO) charge in e.
Element x y z (Å)
C1 1.5277 -1.0110 -0.1810  -0.592
C2 0.6119 0.2102 -0.1996  -0.418
C3 0.0835 0.5121 -1.5405  0.280
N1 -0.3827 0.7666 -2.5694  -0.312
C4 -0.4746 0.1546 0.9016  0.435
O1 -0.2272 -0.2571 2.0189  -0.592
C5 -1.7497 0.7094 0.5449  -0.538
H1 1.0300 -1.8900 -0.6037  0.217
H2 2.4388 -0.8194 -0.7527  0.224
H3 1.7838 -1.2181 0.8598  0.246
H4 1.1621 1.0922 0.1405  0.268
H5 -2.5079 0.7251 1.3300  0.243
H6 -1.5034 -0.5888 0.1553  0.282
H7 -1.7922 1.6142 -0.1041  0.257

Cartesian forces (eV/Å) of the 2 atoms listed first:
C 0.09 -0.08 0.04
C 0.25 0.11 0.15

Values from the calculation:
DFT total energy: -8833.48287 eV
Orbital gap: 10.16 eV
Charge: 0
ΔE to the lowest compared entry with this formula, charge and spin: 262.44 kJ/mol
HOMO level: -0.363 Eh
Largest force on an atom: 3.84 eV/A

***

Record 7
Formula: C5H7NO
Source: the Open Molecules 2025 dataset
Level of theory: ωB97M-V/def2-TZVPD

Last column: natural (NBO) charge in e.
Element x y z (Å)
O1 1.8334 1.4171 -1.3906  -0.501
C1 1.1687 0.6327 -0.7752  0.572
C2 1.4993 -0.4905 0.2462  -0.359
N1 0.1423 -1.0438 0.0424  -0.372
C3 -0.7758 -0.3753 1.0099  -0.236
C4 -1.4436 0.4054 -0.1069  -0.418
C5 -0.2486 0.1276 -1.0039  -0.169
H1 2.2895 -1.1931 -0.0479  0.230
H2 1.7226 -0.1358 1.2659  0.211
H3 -0.2432 0.2960 1.6993  0.176
H4 -1.3999 -1.0562 1.5905  0.204
H5 -1.7517 1.4319 0.0653  0.217
H6 -2.2763 -0.1801 -0.5092  0.219
H7 -0.5168 0.1641 -2.0858  0.227

Cartesian forces (eV/Å) of the 2 atoms listed first:
O -0.24 -0.19 0.31
C 0.63 0.24 0.09

Values from the calculation:
DFT total energy: -8833.40970 eV
SMILES: O=C1CN2CC[C@@H]12
Orbital gap: 10.22 eV
Charge: 0
ΔE to the lowest compared entry with this formula, charge and spin: 269.50 kJ/mol
HOMO level: -0.350 Eh
Largest force on an atom: 1.29 eV/A

***

Record 8
Formula: C5H7NO
Source: the Open Molecules 2025 dataset
Level of theory: ωB97M-V/def2-TZVPD

Last column: natural (NBO) charge in e.
Element x y z (Å)
C1 -1.5570 -0.3167 0.2806  -0.409
C2 -0.6188 0.5127 -0.5637  -0.300
C3 0.5163 1.2866 0.0596  -0.076
O1 1.7776 0.5560 0.0812  -0.506
C4 1.6828 -0.7475 0.4174  0.408
N1 0.6818 -1.5117 0.2858  -0.485
C5 -0.4350 -0.9785 -0.4373  -0.074
H1 -1.4740 -0.2463 1.3605  0.220
H2 -2.5645 -0.4863 -0.0844  0.222
H3 -1.0061 0.8825 -1.5093  0.224
H4 0.3038 1.5588 1.0983  0.184
H5 0.7384 2.1928 -0.5055  0.207
H6 2.6091 -1.1412 0.8407  0.171
H7 -0.6544 -1.5613 -1.3238  0.215

Cartesian forces (eV/Å) of the 2 atoms listed first:
C -0.14 -0.06 0.14
C 0.29 -0.06 -0.17

Values from the calculation:
DFT total energy: -8834.56429 eV
SMILES: C1=N[C@H]2C[C@H]2CO1
Orbital gap: 10.44 eV
Charge: 0
ΔE to the lowest compared entry with this formula, charge and spin: 158.10 kJ/mol
HOMO level: -0.346 Eh
Largest force on an atom: 0.36 eV/A

***

Record 9
Formula: C5H7NO
Source: the Open Molecules 2025 dataset
Level of theory: ωB97M-V/def2-TZVPD

Last column: natural (NBO) charge in e.
Element x y z (Å)
O1 -2.5849 -1.5965 0.2819  -0.505
C1 -1.4862 -1.3611 0.6124  0.851
C2 -0.5400 1.1027 -1.1442  -0.461
C3 0.7423 0.3730 -1.1395  -0.228
C4 1.2175 -0.2516 -0.0738  -0.216
C5 0.6108 -0.3806 1.3098  -0.268
N1 -0.6166 -1.0914 1.4162  -0.532
H1 -0.3248 2.1321 -1.4319  0.205
H2 -1.1261 0.6926 -2.0046  0.220
H3 1.3047 0.3738 -2.0938  0.221
H4 2.1583 -0.7566 -0.1868  0.206
H5 0.5076 0.5624 1.8615  0.217
H6 1.2899 -0.9586 1.9143  0.213
H7 -1.1523 1.1596 0.6783  0.077

Cartesian forces (eV/Å) of the 2 atoms listed first:
O 0.58 -0.39 -1.35
C -1.61 0.46 2.36

Values from the calculation:
DFT total energy: -8831.27365 eV
Orbital gap: 9.69 eV
Charge: 0
ΔE to the lowest compared entry with this formula, charge and spin: 475.59 kJ/mol
HOMO level: -0.362 Eh
Largest force on an atom: 4.30 eV/A

***

Record 10
Formula: C5H7NO
Source: the Open Molecules 2025 dataset
Level of theory: ωB97M-V/def2-TZVPD

Last column: natural (NBO) charge in e.
Element x y z (Å)
C1 2.0502 0.2756 -0.3947  -0.105
C2 0.5511 -0.4897 0.7502  -0.440
C3 -0.9506 -0.3114 0.9558  -0.068
O1 -1.4722 0.8195 0.2694  -0.499
C4 -1.1249 0.8747 -1.0392  0.398
N1 -0.1511 0.3058 -1.6059  -0.483
C5 0.8335 -0.4000 -0.8136  -0.205
H1 1.7959 1.3573 -0.3962  0.119
H2 1.0803 0.2825 1.3333  0.259
H3 0.8860 -1.4543 1.1328  0.245
H4 -1.1859 -0.1530 2.0099  0.205
H5 -1.4751 -1.2098 0.6052  0.182
H6 -1.8097 1.5112 -1.5972  0.176
H7 0.9725 -1.4083 -1.2097  0.217

Cartesian forces (eV/Å) of the 2 atoms listed first:
C -0.31 0.04 -0.08
C -0.02 -0.07 0.16

Values from the calculation:
DFT total energy: -8831.61001 eV
Orbital gap: 9.33 eV
Charge: 0
ΔE to the lowest compared entry with this formula, charge and spin: 443.14 kJ/mol
HOMO level: -0.321 Eh
Largest force on an atom: 0.41 eV/A

***

Record 11
Formula: C5H7NO
Source: the Open Molecules 2025 dataset
Level of theory: ωB97M-V/def2-TZVPD

Last column: natural (NBO) charge in e.
Element x y z (Å)
C1 -0.4973 0.1941 -1.7507  -0.301
N1 1.2814 0.2222 -1.3084  -0.676
C2 0.1255 -0.0151 -0.4538  -0.026
C3 -0.0060 0.6369 0.9287  0.063
C4 -1.1183 -0.3925 1.2225  -0.410
C5 0.0929 -1.1225 0.6164  0.070
O1 0.9775 -0.3061 1.4631  -0.516
H1 -0.6986 1.2745 -1.8451  0.136
H2 1.1598 -0.2270 -2.2240  0.436
H3 1.6311 1.1721 -1.3272  0.393
H4 0.0659 1.6864 1.2263  0.197
H5 -2.0334 -0.3480 0.6246  0.209
H6 -1.2902 -0.5859 2.2817  0.221
H7 0.3097 -2.1890 0.5457  0.203

Cartesian forces (eV/Å) of the 2 atoms listed first:
C -0.33 0.20 0.21
N 0.07 0.12 -0.10

Values from the calculation:
DFT total energy: -8829.29661 eV
Orbital gap: 9.41 eV
Charge: 0
ΔE to the lowest compared entry with this formula, charge and spin: 666.35 kJ/mol
HOMO level: -0.312 Eh
Largest force on an atom: 0.60 eV/A

***

Record 12
Formula: C5H7NO2
Source: the Open Molecules 2025 dataset
Level of theory: ωB97M-V/def2-TZVPD

Last column: natural (NBO) charge in e.
Element x y z (Å)
C1 -0.0177 -1.1908 -0.0481  0.087
C2 -1.2607 -0.4079 0.0013  -0.483
C3 -0.5540 0.8391 0.3513  0.113
C4 0.6451 -0.1849 0.8153  -0.389
C5 1.9354 0.0526 0.2034  0.277
H1 -0.1172 0.0530 -1.3961  0.481
H2 0.2042 -2.1634 0.3761  0.188
H3 -2.0908 -0.3719 -0.8042  0.250
H4 -1.7784 -0.4680 0.9953  0.216
H5 -0.8306 1.6798 1.1844  0.208
H6 0.5178 1.8333 -0.8414  0.506
H7 0.5350 -0.3124 1.9337  0.266
N1 2.9343 0.3302 -0.3988  -0.307
O1 0.3395 -1.0291 -1.3908  -0.738
O2 -0.4621 1.3404 -0.9814  -0.674

Cartesian forces (eV/Å) of the 2 atoms listed first:
C -0.23 -1.89 -1.13
C -6.47 -0.87 4.22

Values from the calculation:
DFT total energy: -10878.59225 eV
SMILES: N#C[C@@H]1[C@H](O)C[C@@H]1O
Orbital gap: 10.20 eV
Charge: 0
ΔE to the lowest compared entry with this formula, charge and spin: 484.85 kJ/mol
HOMO level: -0.361 Eh
Largest force on an atom: 7.77 eV/A